No. 1
The molecule C4H5NO in a non-equilibrium geometry. Source: the OMol25 dataset; level of theory: ωB97M-V/def2-TZVPD.

Geometry as XYZ:
```
11
Properties=species:S:1:pos:R:3
C -1.26 -0.62 0.26
C 0.07 1.42 -0.73
O -0.40 0.49 0.62
C 0.95 0.52 0.07
C 1.43 -0.74 -0.49
N 1.84 -1.73 -0.91
H -2.15 -0.49 0.87
H -1.49 -0.55 -0.81
H -0.76 -1.56 0.50
H 0.14 2.40 -0.22
H 1.63 0.87 0.86
```

Values from the calculation:
LUMO level   0.02710 Ha
Relative energy (zero: lowest compared OMol25 entry of this formula, charge and spin)   5.117 eV
HOMO   -9.06 eV

Here are the Löwdin charges for atoms 1 to 6, given in e: atom 1 (C): -0.0317, atom 2 (C): 0.0937, atom 3 (O): -0.1928, atom 4 (C): -0.3554, atom 5 (C): -0.1696, atom 6 (N): 0.1760


No. 2
The ion C3H3OS2 with charge -1 in a non-equilibrium geometry. Source: the OMol25 dataset; level of theory: ωB97M-V/def2-TZVPD.

Geometry as XYZ:
```
9
Properties=species:S:1:pos:R:3
C 0.13 0.93 -0.67
C -0.25 0.08 0.56
S -1.42 0.75 1.49
C 0.35 -1.21 0.63
O 1.19 -1.62 1.42
S -0.28 -2.08 -0.73
H 0.09 1.91 -0.32
H -0.84 0.87 -1.32
H 1.03 0.38 -1.07
```

Values from the calculation:
SMILES   CC(=S)C([O-])=S
LUMO level   0.13003 Ha
Relative energy (zero: lowest compared OMol25 entry of this formula, charge and spin)   0.827 eV
Net charge   -1
HOMO   -3.80 eV

Here are the Löwdin charges for atoms 1 to 6, given in e: atom 1 (C): -0.1925, atom 2 (C): -0.9051, atom 3 (S): 0.5885, atom 4 (C): -1.0826, atom 5 (O): -0.0680, atom 6 (S): 0.4774


No. 3
A cluster of 3 separate species, C6H14NO in total in a non-equilibrium geometry. Source: the OMol25 dataset; level of theory: ωB97M-V/def2-TZVPD.

Geometry as XYZ:
```
22
Properties=species:S:1:pos:R:3
C 0.62 3.09 -0.70
N 0.82 3.14 0.56
C 0.08 -1.48 -0.58
C 0.14 -0.63 0.69
C -1.14 0.18 0.90
C 1.53 0.10 0.72
C -1.17 -2.41 -0.53
O -1.29 -3.11 0.59
H -0.48 2.93 -0.90
H 1.09 3.65 -1.50
H 0.35 1.35 -1.16
H 0.98 -2.11 -0.68
H -0.07 -0.88 -1.49
H 0.19 -1.31 1.53
H -2.00 -0.48 0.96
H -1.29 0.77 -0.03
H -0.90 0.94 1.66
H 1.35 1.14 0.37
H 2.36 -0.29 0.13
H 1.86 0.27 1.75
H -0.98 -3.07 -1.46
H -2.04 -1.76 -0.82
```

Values from the calculation:
LUMO level   0.03570 Ha
Relative energy (zero: lowest compared OMol25 entry of this formula, charge and spin)   7.484 eV
Net charge   -1
HOMO   -2.52 eV

Here are the Löwdin charges for atoms 1 to 6, given in e: atom 1 (C): -0.3666, atom 2 (N): 0.0508, atom 3 (C): -0.2229, atom 4 (C): -0.4532, atom 5 (C): -0.0890, atom 6 (C): -0.1156


No. 4
The molecule C4H9NO in a non-equilibrium geometry. Source: the OMol25 dataset; level of theory: ωB97M-V/def2-TZVPD.

Geometry as XYZ:
```
15
Properties=species:S:1:pos:R:3
N -2.02 -0.54 0.79
C -0.69 0.34 0.64
C 0.16 -0.20 -0.54
O -0.57 -0.18 -1.79
C 1.33 0.77 -0.47
C 1.45 -0.74 -0.40
H -2.84 -0.15 1.45
H -1.51 -1.30 1.39
H -0.84 1.46 0.37
H 0.16 0.49 1.51
H -1.48 -0.42 -1.57
H 1.72 1.42 -1.34
H 1.40 1.35 0.41
H 2.12 -1.43 -1.11
H 1.60 -0.85 0.65
```

Values from the calculation:
SMILES   NCC1(O)CC1
LUMO level   0.03020 Ha
Relative energy (zero: lowest compared OMol25 entry of this formula, charge and spin)   4.522 eV
HOMO   -9.12 eV

Here are the Löwdin charges for atoms 1 to 6, given in e: atom 1 (N): -0.0405, atom 2 (C): -0.1887, atom 3 (C): -0.5375, atom 4 (O): -0.0096, atom 5 (C): -0.1335, atom 6 (C): -0.0898


No. 5
The molecule C4H7NO. Source: the OMol25 dataset; level of theory: ωB97M-V/def2-TZVPD.

Geometry as XYZ:
```
13
Properties=species:S:1:pos:R:3
N -1.50 -1.28 -0.87
C -0.40 -1.12 -0.06
O 0.35 -2.03 0.22
C -0.24 0.29 0.45
C 0.71 1.18 -0.31
C 1.08 0.66 1.04
H -1.89 -0.47 -1.33
H -1.55 -2.16 -1.37
H -1.14 0.74 0.86
H 1.21 0.76 -1.18
H 0.44 2.23 -0.42
H 1.10 1.35 1.88
H 1.82 -0.14 1.09
```

Values from the calculation:
SMILES   NC(=O)C1CC1
LUMO level   0.03528 Ha
Relative energy (zero: lowest compared OMol25 entry of this formula, charge and spin)   0.780 eV
HOMO   -9.84 eV

Here are the Löwdin charges for atoms 1 to 6, given in e: atom 1 (N): 0.1500, atom 2 (C): -0.5226, atom 3 (O): 0.0590, atom 4 (C): -0.2326, atom 5 (C): -0.1050, atom 6 (C): -0.1120


No. 6
A structure of composition C34H55ClO2PSe2Ta. Source: the OMol25 dataset; level of theory: ωB97M-V/def2-TZVPD.

Geometry as XYZ:
```
96
Properties=species:S:1:pos:R:3
Ta -1.42 0.29 0.61
O -2.25 3.18 -2.08
C -2.92 4.19 -1.34
C -3.17 3.72 0.08
C -3.99 4.85 0.77
O -4.24 4.47 2.10
C -1.90 3.59 0.92
Se -0.42 2.45 0.26
C -4.07 2.50 0.17
Se -3.47 0.76 -0.59
H -2.17 3.47 -2.99
H -3.89 4.44 -1.80
H -2.33 5.11 -1.31
H -4.92 5.01 0.21
H -3.40 5.78 0.72
H -4.76 5.15 2.54
H -2.14 3.26 1.93
H -1.41 4.56 1.00
H -5.00 2.66 -0.38
H -4.32 2.28 1.21
C 4.88 3.52 -0.84
C 3.43 3.73 -0.38
C 3.37 4.66 0.82
C 2.78 2.39 -0.15
C 2.35 1.64 -1.24
C 1.86 0.35 -1.10
C 1.69 -0.45 -2.38
C 3.06 -0.84 -2.95
C 0.86 0.29 -3.43
C 1.68 -0.22 0.20
C 2.11 0.56 1.33
C 2.65 1.82 1.11
C 2.11 0.13 2.80
C 1.48 -1.22 3.07
C 1.39 1.16 3.69
C 1.79 -1.72 0.20
C 3.10 -2.18 0.32
C 3.45 -3.51 0.14
C 2.47 -4.42 -0.23
C 1.15 -4.00 -0.33
C 0.79 -2.66 -0.08
P -0.99 -2.32 0.00
C -1.76 -3.43 1.34
C -1.52 -4.93 1.11
C -3.27 -3.18 1.42
C -1.16 -3.11 2.71
C -1.79 -2.62 -1.69
C -3.33 -2.48 -1.60
C -1.23 -1.56 -2.65
C -1.47 -3.98 -2.31
H 5.34 4.47 -1.10
H 4.94 2.86 -1.71
H 5.47 3.06 -0.04
H 2.88 4.20 -1.21
H 4.01 4.31 1.63
H 2.36 4.77 1.21
H 3.74 5.65 0.54
H 2.47 2.05 -2.23
H 1.17 -1.37 -2.12
H 3.64 0.05 -3.18
H 2.92 -1.40 -3.88
H 3.63 -1.46 -2.26
H 1.44 1.09 -3.90
H -0.04 0.74 -3.01
H 0.57 -0.39 -4.23
H 3.01 2.38 1.96
H 3.16 0.11 3.11
H 0.49 -1.24 2.62
H 1.36 -1.38 4.14
H 2.05 -2.06 2.66
H 0.32 1.20 3.45
H 1.79 2.17 3.59
H 1.49 0.87 4.73
H 3.88 -1.46 0.54
H 4.48 -3.82 0.24
H 2.72 -5.46 -0.42
H 0.40 -4.72 -0.58
H -1.90 -5.31 0.17
H -2.06 -5.45 1.90
H -0.47 -5.20 1.22
H -3.81 -3.58 0.56
H -3.52 -2.13 1.54
H -3.64 -3.70 2.30
H -0.10 -3.34 2.76
H -1.67 -3.75 3.44
H -1.33 -2.08 3.03
H -3.70 -1.93 -0.75
H -3.80 -3.46 -1.57
H -3.69 -1.98 -2.50
H -1.30 -0.53 -2.27
H -1.82 -1.59 -3.57
H -0.20 -1.77 -2.92
H -1.81 -4.82 -1.71
H -0.42 -4.10 -2.54
H -2.02 -4.03 -3.26
Cl -2.16 0.40 2.70
```

Values from the calculation:
LUMO level   -0.27550 Ha
Net charge   +2
HOMO   -13.83 eV

Here are the Löwdin charges for atoms 1 to 6, given in e: atom 1 (Ta): 0.7161, atom 2 (O): -0.1352, atom 3 (C): -0.2097, atom 4 (C): -0.5525, atom 5 (C): -0.2003, atom 6 (O): -0.0360


No. 7
A structure of composition C41H37F7IN2O6P3STaTe in a non-equilibrium geometry. Source: the OMol25 dataset; level of theory: ωB97M-V/def2-TZVPD.

Geometry as XYZ:
```
100
Properties=species:S:1:pos:R:3
Ta -0.48 -0.41 1.07
I 3.06 -0.29 -0.06
C 3.80 -1.97 0.97
C 4.68 -1.66 1.96
C 5.25 -2.66 2.77
C 4.87 -3.96 2.58
C 3.96 -4.31 1.55
C 3.59 -5.67 1.40
C 2.73 -6.07 0.43
C 2.22 -5.11 -0.46
C 2.55 -3.77 -0.36
P 1.91 -2.74 -1.67
C 3.15 -2.37 -2.90
C 4.41 -2.98 -2.85
C 5.36 -2.64 -3.80
C 5.06 -1.70 -4.78
C 3.81 -1.09 -4.82
C 2.85 -1.42 -3.87
C 0.44 -3.43 -2.36
C -0.62 -3.74 -1.49
C -1.80 -4.25 -2.01
C -1.93 -4.44 -3.38
C -0.89 -4.12 -4.24
C 0.30 -3.61 -3.74
C 3.42 -3.31 0.69
H 4.96 -0.63 2.13
H 5.96 -2.39 3.54
H 5.28 -4.75 3.20
H 4.02 -6.39 2.09
H 2.45 -7.10 0.32
H 1.56 -5.44 -1.25
H 4.63 -3.71 -2.09
H 6.33 -3.11 -3.78
H 5.80 -1.44 -5.52
H 3.59 -0.36 -5.58
H 1.88 -0.93 -3.89
H -0.52 -3.59 -0.42
H -2.61 -4.49 -1.34
H -2.85 -4.84 -3.78
H -0.99 -4.28 -5.30
H 1.11 -3.37 -4.41
C -2.43 4.68 -4.45
C -3.43 3.73 -3.80
C -4.75 4.38 -3.41
C -4.53 5.44 -2.34
C -3.76 4.87 -1.18
C -3.84 5.44 0.07
C -3.14 4.89 1.15
F -3.26 5.48 2.34
C -2.37 3.77 1.03
C -2.27 3.18 -0.24
C -1.50 1.99 -0.41
O -0.87 1.49 0.62
C -1.43 1.41 -1.68
C -2.09 2.03 -2.73
N -2.82 3.12 -2.59
C -2.95 3.73 -1.34
C -0.67 0.16 -1.94
O -0.30 -0.17 -3.03
O -0.45 -0.58 -0.85
H -2.88 5.13 -5.33
H -1.53 4.14 -4.76
H -2.13 5.48 -3.77
H -3.63 2.90 -4.47
H -5.44 3.62 -3.04
H -5.20 4.82 -4.30
H -5.49 5.83 -1.99
H -3.99 6.30 -2.76
H -4.46 6.31 0.24
H -1.87 3.34 1.88
H -2.02 1.60 -3.72
F 0.45 -2.04 1.21
P -2.83 -1.17 1.40
F -2.72 0.28 2.25
F -4.20 -1.52 2.06
F -2.72 -2.54 0.57
F -3.47 -0.38 0.15
F -1.94 -1.84 2.66
C 0.83 4.68 3.80
C 1.79 3.54 3.98
O 1.29 2.37 3.24
P 0.74 1.10 3.94
O 0.01 0.25 2.92
Te 2.58 -0.18 4.96
O -0.21 1.60 5.06
C -1.26 0.76 5.70
C -2.59 1.42 5.50
H 1.23 5.57 4.30
H -0.14 4.44 4.24
H 0.70 4.92 2.74
H 1.91 3.27 5.03
H 2.77 3.75 3.55
H -0.96 0.70 6.74
H -1.22 -0.24 5.25
H -2.59 2.43 5.92
H -3.35 0.83 6.01
H -2.85 1.46 4.44
S 1.89 -2.26 4.02
C 0.51 -2.52 4.98
N -0.43 -2.67 5.63
```

Values from the calculation:
LUMO level (spin up / spin down)   -0.20712 / -0.24827 Ha
Relative energy (zero: lowest compared OMol25 entry of this formula, charge and spin)   1.163 eV
Net charge   +2
HOMO (spin up / spin down)   -12.41 / -13.14 eV
2S+1   2

Here are the Löwdin charges for atoms 1 to 6, given in e: atom 1 (Ta): 1.7642, atom 2 (I): 1.1183, atom 3 (C): -0.5929, atom 4 (C): -0.2005, atom 5 (C): -0.0730, atom 6 (C): -0.0190


No. 8
A cluster of 4 separate species, C6H19NO4 in total in a non-equilibrium geometry. Source: the OMol25 dataset; level of theory: ωB97M-V/def2-TZVPD.

Geometry as XYZ:
```
30
Properties=species:S:1:pos:R:3
C -1.53 -3.47 0.69
C -1.26 -2.02 1.06
C -1.88 -1.02 0.45
C -1.81 0.48 0.61
C -0.54 1.13 0.13
N -0.43 2.60 0.44
C -0.30 0.99 -1.37
O 1.01 0.94 -1.72
H -1.23 -4.08 1.51
H -2.43 -3.85 0.48
H -0.72 -3.54 -0.19
H -0.38 -2.10 1.78
H -2.51 -1.24 -0.39
H -2.48 0.73 -0.13
H -1.84 0.87 1.66
H 0.40 0.64 0.60
H -0.06 2.74 1.45
H -1.25 2.98 0.47
H -0.88 1.78 -1.96
H -0.74 -0.01 -1.86
H 1.43 1.81 -1.79
O 2.60 2.69 0.30
H 1.78 2.52 -0.25
H 2.23 2.63 1.22
O 1.39 -1.57 -2.67
H 1.21 -0.75 -2.36
H 1.49 -1.51 -3.65
O 2.80 0.21 1.66
H 2.60 -0.71 1.43
H 3.34 0.17 2.40
```

Values from the calculation:
SMILES   C/C=C/C[C@H](N)CO.O.O.O
LUMO level   0.02244 Ha
Relative energy (zero: lowest compared OMol25 entry of this formula, charge and spin)   4.653 eV
HOMO   -9.04 eV

Here are the Löwdin charges for atoms 1 to 6, given in e: atom 1 (C): -0.1041, atom 2 (C): -0.1540, atom 3 (C): -0.1307, atom 4 (C): -0.1709, atom 5 (C): -0.3737, atom 6 (N): 0.0613


No. 9
A structure of composition C33H75AlF4O5PS. Source: the OMol25 dataset; level of theory: ωB97M-V/def2-TZVPD.

Geometry as XYZ:
```
120
Properties=species:S:1:pos:R:3
C 5.65 -2.90 6.56
C 6.30 -3.84 5.87
Al 7.49 -3.43 4.38
C 7.50 -1.42 3.99
F 8.14 -1.05 2.84
F 6.21 -0.94 3.84
F 8.05 -0.64 4.96
P 6.71 -4.56 2.42
O 7.48 -5.75 2.03
O 6.63 -3.54 1.15
O 5.14 -4.97 2.67
S 9.64 -4.13 4.99
O 9.66 -5.53 5.35
O 10.21 -3.19 5.92
F 10.60 -4.03 3.70
H 5.23 -3.07 7.55
H 5.49 -1.91 6.13
H 6.16 -4.88 6.17
H 6.24 -2.70 1.40
H 4.71 -4.34 3.27
C 3.64 -1.67 2.16
C 3.16 -2.12 3.53
C 2.08 -3.20 3.47
C 0.79 -2.78 2.77
C 0.11 -1.55 3.37
C -0.33 -1.74 4.81
H 2.84 -1.23 1.57
H 4.44 -0.93 2.25
H 4.04 -2.52 1.60
H 2.79 -1.25 4.10
H 4.01 -2.50 4.10
H 1.85 -3.53 4.49
H 2.49 -4.08 2.96
H 0.09 -3.62 2.79
H 0.99 -2.59 1.71
H -0.77 -1.31 2.76
H 0.77 -0.68 3.30
H -1.02 -2.58 4.90
H -0.84 -0.85 5.19
H 0.52 -1.93 5.47
C 4.74 0.93 -3.40
C 4.52 -0.55 -3.72
C 3.06 -0.91 -3.99
C 2.12 -0.67 -2.81
C 2.50 -1.41 -1.53
C 2.50 -2.92 -1.67
H 4.21 1.22 -2.48
H 5.79 1.15 -3.24
H 4.38 1.56 -4.21
H 4.92 -1.16 -2.91
H 5.11 -0.80 -4.61
H 3.00 -1.95 -4.30
H 2.70 -0.32 -4.84
H 1.11 -0.97 -3.10
H 2.06 0.40 -2.59
H 1.79 -1.13 -0.74
H 3.48 -1.08 -1.17
H 1.51 -3.28 -1.99
H 2.74 -3.41 -0.72
H 3.23 -3.27 -2.40
C -2.53 -6.96 -4.22
C -3.10 -6.04 -3.15
C -3.50 -4.66 -3.68
C -2.36 -3.84 -4.28
C -1.19 -3.59 -3.33
C -1.57 -2.79 -2.09
H -1.62 -6.56 -4.66
H -2.28 -7.94 -3.80
H -3.25 -7.12 -5.03
H -2.37 -5.93 -2.34
H -3.98 -6.51 -2.70
H -3.98 -4.10 -2.88
H -4.27 -4.80 -4.45
H -2.76 -2.88 -4.61
H -1.98 -4.34 -5.18
H -0.41 -3.04 -3.87
H -0.73 -4.54 -3.03
H -2.00 -1.82 -2.37
H -0.70 -2.61 -1.46
H -2.31 -3.32 -1.48
C -3.19 0.21 1.09
C -4.12 0.51 -0.07
C -3.43 1.19 -1.25
C -2.82 2.56 -0.95
C -3.81 3.60 -0.41
C -4.94 3.92 -1.39
H -2.75 1.12 1.52
H -3.71 -0.30 1.90
H -2.36 -0.43 0.77
H -4.96 1.13 0.28
H -4.56 -0.42 -0.42
H -4.14 1.28 -2.07
H -2.64 0.53 -1.61
H -2.37 2.95 -1.86
H -2.01 2.45 -0.23
H -3.26 4.51 -0.18
H -4.24 3.26 0.54
H -4.54 4.30 -2.33
H -5.60 4.69 -0.98
H -5.55 3.04 -1.61
C -5.36 7.27 0.63
C -6.30 7.57 -0.53
C -5.62 8.25 -1.71
C -5.00 9.62 -1.40
C -5.97 10.65 -0.85
C -7.11 10.99 -1.81
H -4.94 8.19 1.05
H -5.88 6.76 1.44
H -4.53 6.64 0.31
H -7.14 8.19 -0.17
H -6.75 6.64 -0.88
H -6.34 8.35 -2.53
H -4.83 7.59 -2.09
H -4.55 10.01 -2.32
H -4.17 9.49 -0.69
H -5.42 11.56 -0.61
H -6.39 10.30 0.10
H -6.72 11.37 -2.75
H -7.76 11.76 -1.39
H -7.73 10.12 -2.03
```

Values from the calculation:
LUMO level   0.06770 Ha
Relative energy (zero: lowest compared OMol25 entry of this formula, charge and spin)   0.000 eV
Net charge   -1
HOMO   -6.11 eV

Here are the Löwdin charges for atoms 1 to 6, given in e: atom 1 (C): -0.0930, atom 2 (C): -0.2140, atom 3 (Al): 0.4025, atom 4 (C): -0.5781, atom 5 (F): 0.0404, atom 6 (F): 0.0095


No. 10
A structure of composition C25H44MnN4OPSe. Source: the OMol25 dataset; level of theory: ωB97M-V/def2-TZVPD.

Geometry as XYZ:
```
77
Properties=species:S:1:pos:R:3
Mn 1.56 0.90 1.16
C -3.58 -2.41 0.70
C -3.62 -0.91 1.05
C -2.23 -0.27 0.94
C -1.46 -0.92 -0.22
C -1.11 -2.36 0.19
C -2.22 -3.00 1.04
P 0.06 0.03 -0.72
C -0.49 1.50 -1.72
C -1.52 1.22 -2.85
C -2.79 2.06 -2.70
C -2.48 3.56 -2.65
C -1.25 3.86 -1.76
C -0.94 2.68 -0.85
C 1.02 -0.99 -1.92
C 1.93 -2.02 -1.25
C 3.00 -2.50 -2.24
C 2.44 -2.61 -3.67
C 0.94 -2.88 -3.62
C 0.21 -1.66 -3.06
H -3.78 -2.56 -0.36
H -4.38 -2.94 1.24
H -4.00 -0.76 2.06
H -4.32 -0.40 0.38
H -1.67 -0.45 1.85
H -2.32 0.81 0.83
H -2.13 -0.95 -1.09
H -0.17 -2.36 0.76
H -0.93 -2.97 -0.70
H -2.01 -2.84 2.11
H -2.23 -4.08 0.89
H 0.45 1.81 -2.18
H -1.81 0.16 -2.87
H -1.06 1.42 -3.81
H -3.32 1.76 -1.80
H -3.46 1.84 -3.53
H -3.36 4.09 -2.27
H -2.31 3.94 -3.66
H -1.41 4.76 -1.17
H -0.38 4.05 -2.39
H -1.82 2.44 -0.27
H -0.15 2.95 -0.14
H 1.68 -0.22 -2.37
H 1.33 -2.86 -0.91
H 2.40 -1.60 -0.36
H 3.38 -3.47 -1.90
H 3.85 -1.81 -2.23
H 2.97 -3.39 -4.22
H 2.61 -1.68 -4.22
H 0.76 -3.76 -2.99
H 0.55 -3.12 -4.61
H -0.78 -1.95 -2.71
H 0.06 -0.93 -3.86
Se 2.69 3.14 0.76
C 1.34 3.96 1.68
N 0.48 4.42 2.30
C 5.58 0.56 1.90
C 4.59 -0.10 0.97
O 3.29 -0.29 1.61
H 6.53 0.70 1.39
H 5.76 -0.06 2.78
H 5.21 1.54 2.22
H 4.93 -1.08 0.63
H 4.38 0.52 0.10
H 3.42 -0.73 2.46
N -1.77 2.34 5.23
C -1.08 1.34 4.67
C -0.20 1.59 3.58
N 0.47 0.61 3.01
C 0.32 -0.64 3.50
C -0.54 -0.87 4.56
N -1.24 0.10 5.13
H -1.64 3.29 4.94
H -2.36 2.14 6.02
H -0.07 2.60 3.20
H 0.87 -1.44 3.02
H -0.67 -1.86 4.96
```

Values from the calculation:
LUMO level (spin up / spin down)   -0.10284 / -0.11431 Ha
Relative energy (zero: lowest compared OMol25 entry of this formula, charge and spin)   0.043 eV
Net charge   +1
HOMO (spin up / spin down)   -11.25 / -11.49 eV
2S+1   6

Here are the Löwdin charges for atoms 1 to 6, given in e: atom 1 (Mn): 0.6033, atom 2 (C): -0.1900, atom 3 (C): -0.1730, atom 4 (C): -0.2032, atom 5 (C): -0.4180, atom 6 (C): -0.1987